Below is C42H35BrF10N7O6P2S5Ti as an isolated structure, with properties calculated with ωB97M-V/def2-TZVPD.

Structure (ORCA input):
```
! RIJCOSX wB97M-V def2-TZVPD def2/J DEFGRID3
* xyz 0 2
Ti -1.62841 -0.44671 0.14844
S 0.23854 -0.40914 2.15238
C -1.15368 -1.16515 2.80004
N -2.15292 -1.44719 1.97044
C -3.15355 -2.20963 2.55389
C -4.24554 -2.76270 1.89876
C -5.13356 -3.52303 2.63878
C -4.94266 -3.73000 4.00509
C -3.84159 -3.20085 4.65722
C -2.94434 -2.44899 3.91282
S -1.43487 -1.73017 4.41699
H -4.37044 -2.63135 0.83064
H -5.98397 -3.97436 2.14541
H -5.65234 -4.32681 4.56163
H -3.68208 -3.38373 5.71110
F 5.60079 4.93831 -1.69588
C 4.93360 3.79550 -1.58927
C 5.24043 2.73207 -2.41456
F 6.20720 2.85016 -3.32081
C 4.53708 1.54860 -2.28498
F 4.89061 0.56343 -3.11884
C 3.51452 1.37537 -1.35854
P 2.57489 -0.21481 -1.16304
C 3.85116 -1.28981 -0.39556
C 5.01819 -1.74539 -1.01632
C 5.90513 -2.56016 -0.33079
C 5.64930 -2.92275 0.98730
C 4.50031 -2.46998 1.61472
C 3.60366 -1.66366 0.92410
C 2.45745 -0.79699 -2.89403
C 1.89205 0.04467 -3.85187
C 1.61732 -0.41514 -5.13028
C 1.90364 -1.72909 -5.47852
C 2.46660 -2.57491 -4.53467
C 2.73010 -2.11735 -3.24950
C 3.21829 2.47281 -0.54180
Br 1.85257 2.42733 0.75603
C 3.92266 3.66049 -0.65600
F 3.64575 4.70598 0.12023
H 5.23136 -1.47297 -2.03958
H 6.80322 -2.90913 -0.82414
H 6.34616 -3.55726 1.51945
H 4.29059 -2.74760 2.63943
H 2.69693 -1.32921 1.41622
H 1.65856 1.07176 -3.59770
H 1.17899 0.25585 -5.85782
H 1.69586 -2.08606 -6.47848
H 2.71278 -3.59621 -4.80283
H 3.17115 -2.78940 -2.52572
F -1.74847 1.46558 1.10846
P -3.38061 1.99042 1.22999
F -3.37691 1.46442 2.73100
F -3.28943 2.38729 -0.32139
F -2.89386 3.42315 1.66802
F -4.92475 2.30561 1.27564
F -3.66996 0.40844 0.73091
C 2.39751 -4.68886 -0.89629
C 2.56943 -5.72403 -1.99188
S 1.10737 -6.70239 -2.29742
O 1.48736 -7.75965 -3.19591
O 0.48881 -7.01120 -1.03273
C -0.01756 -5.62511 -3.21239
C -1.28843 -5.23861 -2.46629
N -1.07926 -4.24012 -1.41733
C -0.80805 -2.94467 -1.64402
N -0.52320 -2.31078 -0.49643
C -0.55728 -3.26630 0.49633
C -0.92026 -4.44301 -0.05677
N -1.29003 -5.63113 0.65725
O -0.77120 -5.78409 1.74287
O -2.08455 -6.38672 0.13627
C -0.73978 -2.34514 -2.99931
H 3.35944 -4.23018 -0.66805
H 2.01076 -5.15143 0.01039
H 1.71702 -3.88868 -1.19482
H 3.31976 -6.47590 -1.74143
H 2.85252 -5.29211 -2.95402
H -0.28009 -6.20556 -4.09634
H 0.55638 -4.75884 -3.54338
H -1.74417 -6.10739 -2.00222
H -2.00409 -4.81592 -3.17148
H -0.30349 -3.04471 1.51389
H 0.01571 -2.84027 -3.60884
H -0.43351 -1.30689 -2.90775
H -1.69558 -2.40230 -3.52036
N -8.63828 2.18803 -1.14780
C -7.58489 1.34242 -1.41839
C -7.12771 0.44955 -0.44078
C -6.08482 -0.40654 -0.70851
C -5.48216 -0.39473 -1.96274
C -5.93948 0.46902 -2.95023
C -6.98682 1.32812 -2.68189
S -4.08780 -1.40012 -2.27924
O -4.19824 -2.63108 -1.54104
O -3.89719 -1.44041 -3.70909
N -2.80916 -0.63799 -1.62164
C -2.16650 0.38565 -2.21892
S -2.49785 1.31087 -3.62715
C -1.14527 2.32794 -3.23371
C -0.53398 1.90420 -2.11272
N -1.09556 0.78149 -1.54793
H -8.83180 2.37522 -0.17899
H -8.74990 2.98529 -1.74987
H -7.58854 0.44716 0.53895
H -5.72995 -1.07569 0.06210
H -5.47781 0.45748 -3.92763
H -7.34528 1.99933 -3.45246
H -0.88308 3.16721 -3.85440
H 0.32046 2.36165 -1.63983
*
```

Output
LUMO level (alpha / beta): -0.94 / -0.57 eV
ΔE to the lowest compared entry with this formula, charge and spin: 0.00 kJ/mol
HOMO level (alpha / beta): -8.1768 / -8.1894 eV
strongest force on any atom: 1.1 eV/Å

Below is a 7-piece molecular cluster, C42H35N7O14 overall, with properties calculated with ωB97M-V/def2-TZVPD.

Structure (ORCA input):
```
! RIJCOSX wB97M-V def2-TZVPD def2/J DEFGRID3
* xyz 1 2
C -3.72570 8.32285 -0.17523
C -3.80937 9.09771 1.03946
C -3.63796 8.37474 2.17572
C -3.40572 6.96896 2.23391
C -3.35059 6.27256 1.04631
C -3.58616 6.93097 -0.15033
N -3.02397 6.31135 3.54476
O -2.32826 5.26492 3.63012
O -3.44500 6.93007 4.49706
H -3.65191 8.87415 -1.10100
H -3.85905 10.17640 1.05876
H -3.72583 8.90462 3.11269
H -3.25087 5.21423 1.23703
H -3.48760 6.45137 -1.11297
C 0.93019 -2.40587 -7.78594
C -0.19375 -2.56735 -7.02200
C -0.29468 -1.99643 -5.78221
C 0.80176 -1.40993 -5.15770
C 2.01115 -1.27168 -5.92400
C 2.10007 -1.89345 -7.17913
N 0.72986 -0.99870 -3.77638
O 1.66358 -0.39438 -3.31360
O -0.27836 -1.11748 -3.12718
H 1.11381 -2.63552 -8.82515
H -1.01154 -3.00461 -7.57556
H -1.21782 -2.03924 -5.22329
H 2.90021 -0.81553 -5.51424
H 2.92589 -1.63017 -7.82343
C -3.46048 3.76798 8.25839
C -2.51874 4.76591 8.42683
C -1.24421 4.58681 7.73245
C -0.96028 3.35895 7.08430
C -1.96542 2.42598 6.94843
C -3.20453 2.64618 7.54194
N 0.40160 3.04041 6.66854
O 0.58613 2.16434 5.86477
O 1.33581 3.71135 7.19153
H -4.44724 4.00686 8.62670
H -2.78306 5.67587 8.94501
H -0.44908 5.31171 7.82572
H -1.62996 1.49659 6.51241
H -3.95474 1.87109 7.59500
C 3.88977 -4.83521 -2.87009
C 3.73794 -6.17755 -2.45977
C 2.81932 -6.54218 -1.49096
C 2.03514 -5.54267 -0.86311
C 2.13990 -4.16478 -1.29132
C 3.09360 -3.87664 -2.23754
N 0.97832 -5.91635 0.13103
O 0.94445 -7.13907 0.29232
O 0.26660 -5.06202 0.66037
H 4.46649 -4.54328 -3.73528
H 4.25823 -6.97043 -2.97652
H 2.62093 -7.55839 -1.18378
H 1.52614 -3.50026 -0.70131
H 3.23564 -2.86124 -2.57693
C -4.37077 -0.28531 -7.15780
C -5.19968 -0.30633 -6.05070
C -4.73642 0.27905 -4.86725
C -3.33934 0.61542 -4.70302
C -2.50964 0.59420 -5.88543
C -3.03085 0.13543 -7.08123
N -2.71322 1.01476 -3.37440
O -1.67960 1.63601 -3.47298
O -3.27243 0.78960 -2.33007
H -4.72811 -0.72585 -8.07684
H -6.22680 -0.64015 -6.04913
H -5.44574 0.09332 -4.07431
H -1.49096 0.92752 -5.75284
H -2.45339 0.14710 -7.99381
C 6.54551 -4.66385 1.42893
C 5.27915 -4.11564 1.13360
C 4.23899 -4.38681 1.93135
C 4.38801 -5.21672 3.00859
C 5.56684 -5.97784 3.17343
C 6.67247 -5.67597 2.43054
N 3.38376 -5.22884 4.07568
O 3.68119 -5.76464 5.11482
O 2.24518 -4.78269 3.86380
H 7.41995 -4.31900 0.89711
H 5.08029 -3.48807 0.27744
H 3.25780 -4.04781 1.63345
H 5.72312 -6.79659 3.86017
H 7.64266 -6.09447 2.65407
C -0.98991 2.23988 1.25091
C -0.43667 1.96368 2.50212
C 0.47586 0.95320 2.62958
C 0.87012 0.21770 1.50910
C 0.22246 0.39558 0.29994
C -0.65936 1.47607 0.12735
N 1.93482 -0.73442 1.74074
O 2.53528 -0.77747 2.80756
O 2.17167 -1.65945 0.96260
H -1.48490 3.18948 1.11079
H -0.64084 2.56488 3.37578
H 0.88773 0.83300 3.62070
H 0.47339 -0.17245 -0.58368
H -0.89828 1.73993 -0.89232
*
```

Output
LUMO level (alpha / beta): -4.53 / -8.44 eV
HOMO level (alpha / beta): -11.0969 / -11.0969 eV
strongest force on any atom: 5.0 eV/Å